Entry 1:
The following is a DFT calculation (ωB97M-V with the def2-TZVPD basis set) of a 2-piece molecular cluster, C4H11N2O overall in a non-equilibrium geometry.

CARTESIAN COORDINATES (ANGSTROEM)
N (3.2302, -1.1827, -0.0417)
C (1.0155, 1.3609, -0.9494)
C (0.1908, 0.2836, -0.4681)
N (-0.4448, 0.6108, 0.6840)
C (-1.5753, -0.1879, 1.1264)
C (-2.7796, -0.0163, 0.2271)
O (0.0707, -0.7853, -1.0327)
H (3.0601, -0.1954, -0.1636)
H (2.3923, -1.7074, 0.1499)
H (4.0357, -1.3269, 0.5435)
H (1.3573, 1.3340, -1.9808)
H (1.3785, 2.1425, -0.2878)
H (-0.3876, 1.5901, 0.9453)
H (-1.1762, -1.1833, 0.8913)
H (-1.6180, -0.1697, 2.2076)
H (-3.6043, -0.6638, 0.5236)
H (-2.5031, -0.2417, -0.7977)
H (-3.1787, 0.9972, 0.1892)

As for the net charge: +1. Its LUMO energy is -9.085 eV. For the HOMO energy, the calculation gives -13.397 eV.

***

Entry 2:
The following is a DFT calculation (ωB97M-V with the def2-TZVPD basis set) of an isolated ion of composition C5H10N3O3 and charge +1 in a non-equilibrium geometry.

CARTESIAN COORDINATES (ANGSTROEM)
C (-1.6908, -1.8086, 3.9053)
O (-1.1034, -1.1386, 2.7875)
C (-1.1983, -1.7582, 1.5977)
O (-1.7127, -2.8130, 1.3892)
N (-0.6028, -1.0264, 0.5652)
N (-0.1618, 0.1433, 0.8353)
C (0.4126, 1.0935, 0.1072)
N (0.7934, 1.2010, -1.2082)
C (0.8630, 0.4444, -2.2643)
C (1.3739, 1.0320, -3.5188)
O (1.6328, 2.3953, -3.3124)
H (-2.7324, -1.5011, 4.0054)
H (-1.1204, -1.5069, 4.7804)
H (-1.6427, -2.8886, 3.7599)
H (-0.2818, 0.4385, 1.8247)
H (0.6245, 1.9936, 0.6665)
H (1.1339, 2.1494, -1.4327)
H (0.5528, -0.5926, -2.2295)
H (0.6304, 0.8649, -4.3139)
H (2.2807, 0.4777, -3.8176)
H (1.9492, 2.8005, -4.1268)

As for the net charge: +1. Its LUMO energy (alpha / beta) is -5.359 / -5.359 eV. As for the SMILES: CO\C([O-])=N/[NH+]=C\[NH+]=C\CO. For the HOMO energy (alpha / beta), the calculation gives -12.781 / -12.782 eV.

***

Record-wise energy relative to the best compared isomer or geometry (same formula, charge and spin) values, in kJ/mol: 536.0, 297.0
Record-wise calculated total energy values, in eV: -9343.3013, -15950.6549